1.
The following is a quantum chemistry calculation of a 2-piece molecular cluster, C4H9NO2 overall at a distorted geometry, from the Open Molecules 2025 dataset.

- frontier orbital gap (eV) = 10.21
- 2S+1 = 1
- HOMO (eV) = -9.6
- strongest force on any atom (eV/Å) = 4.9
- LUMO (eV) = 0.652
- SMILES = CNC(C)=O.C=O

Last columns: bonded neighbours and bond lengths (Å).
Geometry (Å):
1 C -1.648 1.008 0.532  N2 1.457, H6 1.088, H7 1.091, H8 1.091
2 N -0.482 0.134 0.523  C1 1.457, C3 1.462, H9 1.012
3 C -0.145 -0.567 -0.715  N2 1.462, C4 1.502, O5 1.206
4 C 0.318 -1.987 -0.550  C3 1.502, H10 1.087, H11 1.087, H12 1.090
5 O -0.318 0.014 -1.757  C3 1.206
6 H -1.686 1.495 -0.441  C1 1.088
7 H -1.558 1.731 1.345  C1 1.091
8 H -2.570 0.451 0.706  C1 1.091
9 H -0.399 -0.442 1.351  N2 1.012
10 H 0.615 -2.376 -1.521  C4 1.087
11 H 1.189 -2.040 0.098  C4 1.087
12 H -0.470 -2.593 -0.101  C4 1.090
13 C 1.627 1.243 0.230  O14 1.247, H15 1.103, H16 1.107
14 O 2.219 0.150 0.334  C13 1.247
15 H 1.168 1.651 -0.686  C13 1.103
16 H 2.139 2.128 0.654  C13 1.107

The computed Löwdin charges, all in e, follow: atom 1 (C): -0.084, atom 2 (N): -0.058, atom 3 (C): -0.522, atom 4 (C): -0.003, atom 5 (O): 0.069, atom 6 (H): 0.082, atom 7 (H): 0.080, atom 8 (H): 0.079, atom 9 (H): 0.126, atom 10 (H): 0.089, atom 11 (H): 0.074, atom 12 (H): 0.086, atom 13 (C): -0.131, atom 14 (O): -0.058, atom 15 (H): 0.086, atom 16 (H): 0.084

=====

2.
The following is a quantum chemistry calculation of one molecule with the formula C4H9NO2 at a distorted geometry, from the Open Molecules 2025 dataset.

- frontier orbital gap (eV) = 9.22
- 2S+1 = 1
- HOMO (eV) = -9.7
- strongest force on any atom (eV/Å) = 3.7
- LUMO (eV) = -0.460
- SMILES = COC[C@@H](C)N=O

Last columns: bonded neighbours and bond lengths (Å).
Geometry (Å):
1 C -0.359 1.647 1.257  O2 1.410, H8 1.093, H9 1.098, H10 1.100
2 O -0.285 0.258 1.489  C1 1.410, C3 1.399
3 C -0.786 -0.540 0.455  O2 1.399, C4 1.558, H11 1.102, H12 1.092
4 C 0.139 -0.472 -0.797  C3 1.558, C5 1.540, N6 1.419, H13 1.320
5 C 1.553 -0.969 -0.444  C4 1.540, H14 1.106, H15 1.093, H16 1.092
6 N -0.475 -1.130 -1.895  C4 1.419, O7 1.235
7 O -1.266 -0.301 -2.358  N6 1.235
8 H -0.053 2.133 2.187  C1 1.093
9 H 0.311 1.962 0.447  C1 1.098
10 H -1.385 1.957 1.009  C1 1.100
11 H -1.800 -0.228 0.160  C3 1.102
12 H -0.819 -1.553 0.861  C3 1.092
13 H -0.515 0.522 -1.367  C4 1.320
14 H 1.561 -2.026 -0.116  C5 1.106
15 H 1.934 -0.381 0.395  C5 1.093
16 H 2.246 -0.877 -1.283  C5 1.092

The computed Löwdin charges, all in e, follow: atom 1 (C): -0.106, atom 2 (O): -0.186, atom 3 (C): -0.217, atom 4 (C): -0.380, atom 5 (C): -0.037, atom 6 (N): 0.015, atom 7 (O): -0.042, atom 8 (H): 0.092, atom 9 (H): 0.085, atom 10 (H): 0.095, atom 11 (H): 0.122, atom 12 (H): 0.130, atom 13 (H): 0.193, atom 14 (H): 0.090, atom 15 (H): 0.075, atom 16 (H): 0.072

=====

3.
The following is a quantum chemistry calculation of one molecule with the formula C4H9NO2 at a distorted geometry, from the Open Molecules 2025 dataset.

- frontier orbital gap (eV) = 10.20
- 2S+1 = 1
- HOMO (eV) = -9.4
- strongest force on any atom (eV/Å) = 2.9
- LUMO (eV) = 0.815
- SMILES = O=CCCNCO

Last columns: bonded neighbours and bond lengths (Å).
Geometry (Å):
1 O 2.431 -1.450 -1.024  C2 1.205
2 C 1.326 -1.642 -1.466  O1 1.205, C3 1.473, H8 1.141
3 C 0.130 -0.782 -1.439  C2 1.473, C4 1.609, H9 1.101, H10 1.142
4 C -0.126 -0.295 0.073  C3 1.609, N5 1.457, H11 1.111, H12 1.100
5 N -0.788 1.002 -0.005  C4 1.457, C6 1.424, H13 1.019
6 C -0.798 1.754 1.204  N5 1.424, O7 1.470, H14 1.086, H15 1.114
7 O -1.644 1.074 2.195  C6 1.470, H16 0.965
8 H 1.222 -2.665 -1.961  C2 1.141
9 H -0.758 -1.312 -1.818  C3 1.101
10 H 0.231 0.211 -1.995  C3 1.142
11 H 0.761 -0.320 0.741  C4 1.111
12 H -0.730 -1.125 0.470  C4 1.100
13 H -1.771 0.916 -0.257  N5 1.019
14 H -1.071 2.784 0.994  C6 1.086
15 H 0.223 1.698 1.647  C6 1.114
16 H -2.028 1.807 2.691  O7 0.965

The computed Löwdin charges, all in e, follow: atom 1 (O): 0.043, atom 2 (C): -0.313, atom 3 (C): -0.135, atom 4 (C): -0.204, atom 5 (N): -0.076, atom 6 (C): -0.281, atom 7 (O): -0.077, atom 8 (H): 0.125, atom 9 (H): 0.107, atom 10 (H): 0.139, atom 11 (H): 0.127, atom 12 (H): 0.112, atom 13 (H): 0.123, atom 14 (H): 0.116, atom 15 (H): 0.124, atom 16 (H): 0.069

=====

4.
The following is a quantum chemistry calculation of one molecule with the formula C4H9NO2, from the Open Molecules 2025 dataset.

- frontier orbital gap (eV) = 10.53
- 2S+1 = 1
- HOMO (eV) = -9.5
- strongest force on any atom (eV/Å) = 0.6
- LUMO (eV) = 1.064
- SMILES = C/N=C/OCCO

Last columns: bonded neighbours and bond lengths (Å).
Geometry (Å):
1 C 2.136 -0.253 -1.450  N2 1.451, H8 1.098, H9 1.092, H10 1.097
2 N 0.925 0.308 -0.882  C1 1.451, C3 1.266
3 C 0.953 0.639 0.340  N2 1.266, O4 1.337, H11 1.095
4 O -0.099 1.040 1.060  C3 1.337, C5 1.439
5 C -1.423 0.846 0.531  O4 1.439, C6 1.523, H12 1.095, H13 1.095
6 C -1.787 -0.631 0.606  C5 1.523, O7 1.404, H14 1.100, H15 1.102
7 O -0.806 -1.434 0.002  C6 1.404, H16 0.985
8 H 2.136 -1.344 -1.327  C1 1.098
9 H 2.172 -0.052 -2.523  C1 1.092
10 H 3.047 0.148 -0.989  C1 1.097
11 H 1.846 0.602 0.973  C3 1.095
12 H -2.077 1.453 1.165  C5 1.095
13 H -1.474 1.222 -0.497  C5 1.095
14 H -1.883 -0.924 1.662  C6 1.100
15 H -2.769 -0.783 0.132  C6 1.102
16 H -0.364 -0.881 -0.682  O7 0.985

The computed Löwdin charges, all in e, follow: atom 1 (C): -0.116, atom 2 (N): -0.032, atom 3 (C): -0.247, atom 4 (O): -0.040, atom 5 (C): -0.153, atom 6 (C): -0.250, atom 7 (O): -0.086, atom 8 (H): 0.085, atom 9 (H): 0.074, atom 10 (H): 0.076, atom 11 (H): 0.152, atom 12 (H): 0.128, atom 13 (H): 0.124, atom 14 (H): 0.123, atom 15 (H): 0.118, atom 16 (H): 0.044

=====

Energy relative to the best compared isomer or geometry (same formula, charge and spin) (kcal per mole)
61.5 139.8 56.0 48.8